# 1
Below is C17H9F6N2O12PtS2 as an isolated structure, with properties calculated with the ωB97M-V functional and the def2-TZVPD basis.

```
49
Properties=species:S:1:pos:R:3:nbo_charge:R:1
Pt 0.515 -0.410 0.577 1.19
F 0.049 0.012 5.152 -0.31
C -1.106 0.619 4.888 0.71
F -2.106 -0.198 5.243 -0.32
F -1.182 1.722 5.638 -0.32
S -1.257 1.029 3.097 2.28
O -0.955 -0.251 2.466 -0.96
O -2.581 1.546 2.967 -0.91
N -0.209 2.176 2.894 -1.24
S 1.299 2.007 2.482 2.26
O 1.638 2.684 1.271 -0.91
O 1.800 0.674 2.701 -0.95
C 2.099 3.022 3.792 0.71
F 3.398 3.156 3.501 -0.32
F 1.997 2.440 4.990 -0.32
F 1.560 4.241 3.873 -0.32
O 2.092 -0.174 -0.992 -0.57
C 2.737 -1.136 -1.387 0.46
C 2.868 -2.431 -0.751 -0.34
C 3.707 -3.346 -1.396 -0.08
C 3.914 -4.591 -0.862 -0.08
C 3.286 -4.976 0.332 -0.14
C 2.467 -4.098 0.977 -0.30
C 2.225 -2.787 0.470 0.53
O 1.463 -2.029 1.165 -0.68
N 4.795 -5.528 -1.548 0.54
O 5.352 -5.155 -2.566 -0.41
O 4.927 -6.640 -1.067 -0.40
H 3.315 -1.015 -2.317 0.14
H 4.200 -3.067 -2.317 0.24
H 3.457 -5.968 0.723 0.24
H 1.967 -4.366 1.897 0.23
O -1.069 -0.694 -1.384 -0.69
C -1.302 0.474 -1.045 0.77
O -0.688 1.020 -0.033 -0.70
C -2.267 1.335 -1.777 -0.17
C -2.274 2.708 -1.587 -0.15
C -3.168 3.527 -2.283 -0.27
C -4.032 2.901 -3.145 0.23
O -4.997 3.473 -3.935 -0.49
C -5.638 2.395 -4.617 0.24
O -4.994 1.182 -4.244 -0.50
C -4.027 1.531 -3.328 0.28
C -3.155 0.711 -2.666 -0.24
H -1.578 3.137 -0.880 0.25
H -3.184 4.599 -2.147 0.23
H -5.537 2.543 -5.694 0.15
H -6.689 2.354 -4.318 0.15
H -3.130 -0.359 -2.808 0.25
```

HOMO energy   -5.83 eV
Orbital gap   0.2784 Eh
LUMO   0.0643 hartree
Charge   -1

# 2
Below is C8F11NO4S3SbSe4W as an isolated structure, with properties calculated with the ωB97M-V functional and the def2-TZVPD basis.

```
33
Properties=species:S:1:pos:R:3:mulliken_spin:R:1
W -0.040 0.095 0.709 -0.01
Se -4.396 -3.907 -0.229 0.36
Sb -2.968 -2.397 -1.427 0.23
Se -2.020 1.241 -0.325 0.01
Se -2.580 -0.681 0.764 0.04
Se -3.769 -0.852 -3.058 0.37
F 6.656 1.956 0.465 0.00
C 5.335 1.973 0.284 0.00
C 4.770 1.269 -0.764 0.00
F 5.552 0.572 -1.589 0.00
C 3.400 1.296 -0.944 0.00
F 2.885 0.589 -1.946 0.00
C 2.569 2.019 -0.099 0.00
S 0.823 2.063 -0.347 0.00
C 3.161 2.716 0.944 0.00
F 2.412 3.410 1.801 0.00
C 4.529 2.700 1.142 0.00
F 5.078 3.374 2.157 0.00
F -0.500 0.633 2.448 0.00
C 0.821 -0.874 5.586 0.00
F -0.404 -0.952 5.167 0.00
F 1.210 -2.115 5.697 0.00
S 1.840 -1.316 2.330 0.00
O 1.818 0.021 1.394 0.00
O 2.978 -2.118 1.944 0.00
N 0.378 -1.867 1.642 0.02
S 0.268 -2.667 0.190 0.00
O 0.206 -1.161 -0.658 0.00
O 1.481 -3.320 -0.220 0.00
C -1.389 -4.028 2.916 0.79
F -0.590 -3.967 3.966 0.07
F -2.325 -3.104 2.982 0.06
F -1.917 -5.232 2.800 0.06
```

HOMO energy (spin up / spin down)   -5.42 / -5.43 eV
Orbital gap (spin up / spin down)   0.2357 / 0.2006 Eh
Multiplicity   3
LUMO (spin up / spin down)   0.0364 / 0.0010 hartree
Charge   -1

# 3
Below is a 2-piece molecular cluster, C4H10NO2 overall, with properties calculated with the ωB97M-V functional and the def2-TZVPD basis.

```
17
Properties=species:S:1:pos:R:3:nbo_charge:R:1
C -0.993 0.893 1.525 -0.09
O 0.181 1.491 0.949 -0.81
C -2.314 1.501 1.057 -0.63
H -0.926 1.004 2.627 0.13
H -0.879 -0.189 1.283 0.22
H -3.110 0.746 1.249 0.20
H -2.332 1.664 -0.034 0.21
H -2.560 2.467 1.539 0.18
C 1.979 -0.369 -0.370 -0.92
C 0.785 -1.020 -0.833 0.60
N 0.644 -1.049 -2.268 -0.89
O -0.060 -1.696 -0.161 -0.78
H 2.637 0.063 -1.101 0.17
H 2.447 -0.800 0.518 0.20
H 0.794 0.820 0.561 0.51
H 1.527 -0.901 -2.781 0.35
H 0.193 -1.920 -2.563 0.36
```

HOMO energy   -2.62 eV
Orbital gap   0.2526 Eh
LUMO   0.1563 hartree
Charge   -1

# 4
Below is one molecule with the formula C20H26N2O7, with properties calculated with the ωB97M-V functional and the def2-TZVPD basis.

```
55
Properties=species:S:1:pos:R:3:nbo_charge:R:1
C -0.359 -4.059 0.530 -0.27
H -0.018 -5.057 0.267 0.20
H -1.143 -3.727 -0.154 0.22
H -0.737 -4.042 1.555 0.19
O 0.771 -3.210 0.402 -0.49
C 0.609 -1.941 0.767 0.80
O -0.430 -1.539 1.273 -0.67
C 1.793 -1.115 0.502 -0.18
C 2.974 -1.719 0.070 -0.18
C 4.123 -1.005 -0.226 0.23
C 4.092 0.402 -0.093 0.28
C 2.919 1.010 0.329 -0.31
C 1.771 0.286 0.635 0.19
N 0.611 0.912 1.063 -0.64
C 0.298 2.236 1.074 0.69
O 1.052 3.134 0.763 -0.62
C -1.125 2.489 1.543 -0.48
H -1.282 3.568 1.544 0.23
H -1.223 2.125 2.569 0.22
C -2.171 1.809 0.654 -0.40
C -2.022 2.227 -0.811 -0.41
C -3.270 1.968 -1.656 -0.41
H -3.175 2.514 -2.597 0.21
C -3.508 0.503 -2.024 -0.23
N -3.776 -0.343 -0.877 -0.48
C -3.035 -1.474 -0.609 0.73
O -2.144 -1.887 -1.307 -0.59
C -3.543 -2.068 0.684 -0.53
C -4.744 -1.213 1.066 -0.51
C -4.818 -0.138 0.000 0.71
O -5.634 0.740 -0.091 -0.58
H -5.680 -1.772 1.072 0.24
H -4.640 -0.739 2.042 0.24
H -2.729 -2.013 1.409 0.27
H -3.788 -3.120 0.539 0.24
H -2.628 0.078 -2.515 0.23
H -4.363 0.443 -2.704 0.21
H -4.151 2.349 -1.137 0.23
H -1.813 3.298 -0.841 0.21
H -1.165 1.714 -1.254 0.21
H -2.081 0.726 0.746 0.19
H -3.164 2.093 1.011 0.21
H -0.117 0.244 1.316 0.44
H 2.867 2.079 0.433 0.26
O 5.219 1.110 -0.378 -0.50
C 5.185 2.516 -0.275 -0.25
H 4.988 2.839 0.751 0.18
H 6.178 2.850 -0.575 0.20
H 4.437 2.950 -0.943 0.19
O 5.179 -1.779 -0.607 -0.50
C 6.362 -1.207 -1.120 -0.24
H 6.975 -2.056 -1.424 0.19
H 6.895 -0.627 -0.364 0.18
H 6.163 -0.575 -1.987 0.18
H 3.013 -2.789 -0.040 0.24
```

HOMO energy   -7.81 eV
SMILES   COC(=O)c1cc(OC)c(OC)cc1NC(=O)CCCCCN1C(=O)CCC1=O
Orbital gap   0.3105 Eh
LUMO   0.0236 hartree

# 5
Below is C45H46N7O4SZr as an isolated structure, with properties calculated with the ωB97M-V functional and the def2-TZVPD basis.

```
104
Properties=species:S:1:pos:R:3:lowdin_charge:R:1
Zr 0.430 0.629 -1.521 1.96
C -1.316 -1.402 -3.806 -0.08
N -0.156 -1.612 -2.911 -0.22
C 0.985 -2.042 -3.766 -0.20
C 1.423 -1.084 -4.872 -0.14
C 1.760 0.338 -4.389 -0.18
N 2.143 0.273 -2.979 -0.09
C 3.352 -0.067 -2.708 -0.06
C 3.840 -0.538 -1.441 -0.16
C 5.217 -0.772 -1.281 -0.04
C 5.716 -1.312 -0.122 -0.08
C 4.823 -1.663 0.902 -0.05
C 3.470 -1.469 0.760 0.00
C 2.943 -0.892 -0.407 -0.33
O 1.649 -0.707 -0.521 -0.23
C -0.456 -2.796 -2.042 -0.18
C -0.935 -2.544 -0.617 -0.19
C -2.043 -1.515 -0.428 -0.19
N -1.450 -0.182 -0.300 0.00
C -1.904 0.610 0.577 -0.01
C -1.224 1.957 0.667 -0.35
C -1.612 2.832 1.829 -0.02
C -1.043 4.018 2.061 -0.07
C -0.010 4.704 1.272 -0.04
C 0.552 4.300 0.129 0.05
C 0.224 2.993 -0.519 -0.53
O 0.916 2.670 -1.609 -0.18
H -1.512 -2.316 -4.379 0.10
H -1.126 -0.578 -4.484 0.07
H -2.199 -1.147 -3.228 0.08
H 0.721 -2.998 -4.236 0.13
H 1.827 -2.233 -3.099 0.11
H 0.682 -1.033 -5.670 0.11
H 2.318 -1.533 -5.309 0.12
H 0.896 0.997 -4.479 0.10
H 2.570 0.754 -4.994 0.12
H 4.085 -0.054 -3.522 0.15
H 5.887 -0.513 -2.093 0.12
H 6.777 -1.482 -0.004 0.11
H 5.207 -2.101 1.814 0.11
H 2.769 -1.740 1.541 0.11
H 0.456 -3.387 -1.951 0.12
H -1.184 -3.422 -2.569 0.13
H -0.096 -2.248 0.011 0.05
H -1.285 -3.503 -0.231 0.12
H -2.610 -1.747 0.476 0.10
H -2.737 -1.505 -1.271 0.12
H -2.735 0.341 1.230 0.15
H -2.381 2.471 2.503 0.12
H -1.392 4.565 2.929 0.12
H 0.305 5.661 1.670 0.11
H 1.299 4.897 -0.376 0.13
C 4.215 2.470 -0.045 -0.04
O 2.866 2.095 0.187 -0.10
C 2.498 1.821 1.461 -0.22
C 3.378 1.692 2.521 -0.01
C 2.890 1.381 3.786 -0.07
C 1.536 1.178 3.979 -0.10
C 0.658 1.306 2.909 -0.04
C 1.118 1.649 1.652 -0.14
N 0.253 1.792 0.522 0.02
N -1.201 2.646 -0.614 0.06
C -2.169 2.805 -1.643 -0.09
C -2.030 1.983 -2.748 -0.30
O -1.000 1.147 -2.879 -0.29
C -3.020 2.016 -3.764 0.00
C -4.082 2.858 -3.675 -0.02
C -4.223 3.749 -2.581 -0.16
C -5.306 4.655 -2.498 -0.03
C -5.408 5.530 -1.456 -0.08
C -4.419 5.539 -0.451 -0.07
C -3.369 4.667 -0.498 -0.01
C -3.245 3.736 -1.557 -0.08
H 4.895 1.643 0.174 0.09
H 4.481 3.343 0.555 0.11
H 4.274 2.723 -1.101 0.10
H 4.440 1.824 2.378 0.11
H 3.579 1.301 4.617 0.11
H 1.148 0.940 4.961 0.11
H -0.394 1.133 3.069 0.09
H -2.902 1.355 -4.613 0.11
H -4.835 2.868 -4.454 0.12
H -6.052 4.644 -3.283 0.11
H -6.236 6.224 -1.402 0.10
H -4.492 6.251 0.360 0.11
H -2.610 4.687 0.267 0.08
N 1.448 -2.302 4.294 0.09
C 0.271 -2.823 3.858 -0.83
S -0.659 -1.939 2.789 0.72
N 0.010 -4.056 4.339 0.06
C -1.063 -4.959 4.148 -0.23
C -0.945 -6.179 4.812 -0.03
C -1.930 -7.142 4.703 -0.08
C -3.056 -6.900 3.929 -0.09
C -3.175 -5.685 3.273 -0.08
C -2.190 -4.712 3.374 -0.05
H 1.623 -1.337 4.065 0.05
H 1.937 -2.690 5.084 0.11
H 0.730 -4.443 4.929 0.14
H -0.069 -6.374 5.422 0.11
H -1.819 -8.081 5.226 0.11
H -3.831 -7.648 3.843 0.10
H -4.052 -5.482 2.673 0.11
H -2.301 -3.770 2.865 0.02
```

HOMO energy   -9.75 eV
Orbital gap   0.2609 Eh
LUMO   -0.0975 hartree
Charge   +1

# 6
Below is C13H34O7 as an isolated structure, with properties calculated with the ωB97M-V functional and the def2-TZVPD basis.

```
54
Properties=species:S:1:pos:R:3:nbo_charge:R:1
C 5.659 7.248 3.636 -0.74
C 5.636 5.956 4.409 0.60
O 4.668 5.712 5.191 -0.60
C 6.889 5.012 4.377 -0.69
H 4.845 7.934 3.874 0.29
H 5.483 7.067 2.576 0.20
H 6.571 7.831 3.760 0.26
H 7.699 5.541 4.879 0.24
H 7.093 4.780 3.332 0.22
H 6.693 4.070 4.889 0.24
C 3.331 7.263 5.754 -0.74
C 2.710 8.447 5.072 0.58
O 3.338 9.440 4.745 -0.59
C 1.279 8.271 4.791 -0.73
H 2.869 6.361 5.354 0.25
H 3.027 7.336 6.798 0.23
H 4.412 7.195 5.626 0.25
H 0.718 9.130 4.420 0.22
H 0.856 7.916 5.731 0.23
H 1.209 7.514 4.010 0.26
C 2.620 5.766 1.030 -0.83
C 2.816 7.035 1.835 0.61
O 2.681 8.202 1.358 -0.59
C 3.181 6.851 3.275 -0.89
H 1.961 5.064 1.541 0.32
H 3.529 5.257 0.708 0.19
H 2.128 6.024 0.092 0.23
H 2.473 6.177 3.758 0.30
H 3.214 7.859 3.687 0.24
H 4.129 6.314 3.299 0.31
C 0.743 4.742 2.937 -0.29
O 1.685 3.954 2.241 -0.76
H 1.076 5.777 3.026 0.16
H -0.219 4.731 2.424 0.20
H 0.560 4.455 3.973 0.18
H 2.472 3.892 2.788 0.45
C 0.547 8.174 1.912 -0.25
O -0.295 9.289 1.992 -0.73
H 1.210 8.262 2.773 0.16
H 0.073 7.197 1.998 0.15
H 1.223 8.203 1.057 0.22
H -0.038 9.884 2.700 0.46
C 3.036 4.482 5.000 -0.33
O 2.894 4.300 3.603 -0.73
H 2.099 4.847 5.420 0.17
H 3.220 3.517 5.471 0.17
H 3.905 5.088 5.259 0.30
H 3.723 4.454 3.144 0.44
C 4.077 3.725 2.118 -0.37
O 4.406 5.021 2.749 -0.75
H 3.441 3.810 1.238 0.27
H 5.051 3.300 1.876 0.20
H 3.624 3.065 2.858 0.28
H 4.825 5.634 2.141 0.56
```

HOMO energy   -8.23 eV
Orbital gap   0.2912 Eh
LUMO   -0.0114 hartree